Record 1
DFT (ωB97M-V/def2-TZVPD) results for a gas-phase ion, C3H5N2OS (charge +1).

The HOMO energy is -14.5 eV. The frontier orbital gap is 8.4 eV. As for the charge: +1. As for the largest force on an atom: 4.614 eV/Å. The calculation puts the energy above the lowest of the compared OMol25 structures with the same formula, charge and spin at 240.8 kJ/mol.

Structure (XYZ):
```
12
Properties=species:S:1:pos:R:3:mulliken_charge:R:1
C -0.834 1.248 -0.376 -0.063
C 1.246 0.819 0.486 0.053
C 0.014 -1.109 -0.096 -0.659
N 0.342 1.558 -0.193 -0.324
N 1.203 -0.453 0.386 -0.058
O -2.733 -0.484 -0.387 -0.504
S -1.564 -0.168 0.438 0.458
H -1.433 1.599 -1.082 0.552
H 1.985 1.336 1.109 0.407
H -0.024 -1.233 -1.143 0.411
H -0.212 -2.117 0.150 0.429
H 2.011 -0.997 0.707 0.297
```



Record 2
DFT (ωB97M-V/def2-TZVPD) results for a molecular structure, C3H3N3O.

The HOMO energy is -9.5 eV. The frontier orbital gap is 10.0 eV. As for the largest force on an atom: 1.886 eV/Å. The calculation puts the energy above the lowest of the compared OMol25 structures with the same formula, charge and spin at 159.9 kJ/mol.

Structure (XYZ):
```
10
Properties=species:S:1:pos:R:3:mulliken_charge:R:1
N -1.373 -0.240 -1.675 -0.598
C -0.444 0.161 -0.939 0.596
N -0.135 -2.130 1.664 0.050
N -0.146 -1.333 2.425 -0.051
O 0.844 -0.493 -0.431 -0.369
C 1.037 0.697 0.256 -0.029
C -0.083 1.315 -0.118 -0.611
H -1.170 -1.157 -2.070 0.299
H 1.957 0.906 0.818 0.335
H -0.487 2.272 0.069 0.378
```



Record 3
DFT (ωB97M-V/def2-TZVPD) results for 2 unconnected molecules or ions with the total composition C7H18O3P.

The HOMO energy is -12.0 eV. The frontier orbital gap is 6.4 eV. As for the charge: +1. As for the largest force on an atom: 4.643 eV/Å. The calculation puts the energy above the lowest of the compared OMol25 structures with the same formula, charge and spin at 301.9 kJ/mol.

Structure (XYZ):
```
29
Properties=species:S:1:pos:R:3:mulliken_charge:R:1
C 1.654 -2.780 -0.286 -1.396
C 0.172 -1.903 1.519 -1.019
C -0.851 -2.564 -0.681 -1.208
C -1.676 2.083 -1.397 -0.641
C 1.106 1.232 -0.712 -0.655
C -0.811 1.768 1.306 -0.576
C 0.325 -2.328 0.150 1.286
O -1.562 3.431 -0.934 -0.535
O 1.358 2.623 -0.832 -0.493
O -0.038 1.079 2.282 -0.536
P -0.640 0.893 -0.374 0.188
H 2.102 -3.621 0.474 0.336
H 2.341 -2.002 -0.030 0.398
H 1.877 -2.976 -1.252 0.485
H 0.278 -0.828 1.651 0.106
H 0.778 -2.353 2.192 0.507
H -0.919 -1.957 1.853 0.339
H -1.691 -1.975 -0.246 0.329
H -0.729 -2.481 -1.743 0.427
H -1.242 -3.635 -0.510 0.378
H -2.735 1.740 -1.364 0.337
H -1.386 1.967 -2.388 0.442
H 1.264 0.710 -1.652 0.459
H 1.779 0.841 0.039 0.361
H -0.726 2.956 1.263 0.383
H -1.842 1.763 1.462 0.360
H -0.802 3.974 -1.069 0.322
H 2.013 2.713 -1.495 0.306
H 0.602 1.630 2.774 0.307
```



Record 4
DFT (ωB97M-V/def2-TZVPD) results for a molecular structure, C42H37I2N3P2SnTe.

The HOMO energy is -13.2 eV. The frontier orbital gap is 6.4 eV. As for the charge: +2. As for the largest force on an atom: 0.255 eV/Å. The calculation puts the energy above the lowest of the compared OMol25 structures with the same formula, charge and spin at 29.3 kJ/mol.

Structure (XYZ):
```
88
Properties=species:S:1:pos:R:3:mulliken_charge:R:1
Sn 2.757 -0.245 0.182 0.955
Te -1.767 -3.740 -0.367 0.399
C -3.491 -2.998 -1.350 0.175
C -3.775 -3.308 -2.671 -0.126
C -4.894 -2.724 -3.257 -0.529
N -5.700 -1.884 -2.619 -0.557
C -5.440 -1.623 -1.340 -0.619
C -4.354 -2.156 -0.658 -0.283
C -0.713 -1.891 -0.518 -0.404
P -0.485 -1.212 -1.998 -0.497
C -0.934 -1.992 -3.518 0.908
C -1.617 -1.236 -4.475 -0.633
C -1.954 -1.820 -5.685 -0.835
C -1.584 -3.132 -5.948 -0.477
C -0.872 -3.871 -5.007 -0.773
C -0.546 -3.308 -3.788 -0.182
C -0.212 0.532 -2.214 0.871
C -1.272 1.408 -1.963 -0.166
C -1.142 2.747 -2.304 -0.868
C 0.038 3.208 -2.874 -0.513
C 1.090 2.334 -3.124 -0.755
C 0.963 0.991 -2.815 -0.366
P 0.210 -1.319 0.958 1.397
C -0.823 -0.045 1.729 1.363
C -0.328 0.564 2.883 -0.946
C -1.092 1.501 3.560 -0.686
C -2.356 1.837 3.091 -0.863
C -2.863 1.214 1.959 -0.765
C -2.103 0.266 1.285 -0.403
C 0.123 -2.725 2.090 -0.008
C 0.985 -3.799 1.864 0.036
C 0.907 -4.933 2.657 -0.840
C -0.020 -4.990 3.688 -0.575
C -0.873 -3.919 3.924 -0.844
C -0.810 -2.789 3.125 -0.447
H -3.160 -3.992 -3.242 0.558
H -5.144 -2.942 -4.289 0.417
H -6.135 -0.964 -0.832 0.397
H -4.202 -1.926 0.389 0.561
H -1.892 -0.208 -4.275 0.415
H -2.495 -1.247 -6.426 0.473
H -1.841 -3.581 -6.898 0.447
H -0.571 -4.886 -5.228 0.453
H -0.004 -3.884 -3.049 0.387
H -2.197 1.047 -1.532 0.443
H -1.963 3.429 -2.122 0.481
H 0.139 4.255 -3.129 0.434
H 2.004 2.700 -3.571 0.527
H 1.772 0.304 -3.034 0.518
H 0.644 0.284 3.272 0.651
H -0.707 1.963 4.460 0.474
H -2.952 2.569 3.618 0.425
H -3.858 1.455 1.607 0.503
H -2.519 -0.237 0.421 0.266
H 1.696 -3.760 1.049 0.218
H 1.570 -5.769 2.475 0.486
H -0.079 -5.872 4.312 0.427
H -1.593 -3.968 4.730 0.453
H -1.483 -1.962 3.307 0.485
I 2.813 -2.895 -1.872 0.085
C 3.737 -2.213 -0.039 -1.487
H 4.789 -2.110 -0.292 0.606
H 3.609 -3.003 0.689 0.531
I 5.613 -1.696 2.748 0.172
C 4.494 -0.002 3.207 -0.171
C 4.799 0.664 4.384 -0.480
C 4.090 1.806 4.716 -0.563
C 3.103 2.257 3.852 -1.009
C 2.862 1.540 2.702 0.161
N 3.531 0.414 2.378 0.119
H 5.587 0.290 5.022 0.424
H 4.317 2.339 5.629 0.459
H 2.542 3.160 4.050 0.565
H 2.134 1.879 1.971 0.643
N 0.684 2.809 0.532 0.112
C 1.248 4.135 0.403 0.006
C 0.445 5.262 0.257 0.016
C 1.017 6.518 0.122 -0.772
C 2.399 6.659 0.133 -0.464
C 3.203 5.538 0.273 -0.734
C 2.629 4.280 0.403 -0.270
H 0.018 2.656 -0.219 -0.152
H 0.130 2.745 1.384 0.083
H -0.635 5.152 0.260 0.443
H 0.384 7.389 0.012 0.417
H 2.844 7.639 0.030 0.422
H 4.280 5.641 0.273 0.416
H 3.254 3.398 0.483 0.378
```